1.
Entry from the Open Molecules 2025 dataset: a molecular structure, C5H5Cl2NO5PrY at a distorted geometry (ωB97M-V/def2-TZVPD).

## Properties
charge	+4
HOMO (spin up / spin down)	-21.8889 / -21.9042	eV
ΔE to the lowest compared entry with this formula, charge and spin	15.7	kcal per mole
⟨S²⟩	2.004
molecular weight	459.8	g/mol
max |F|	0.1640	hartree/bohr
multiplicity	3

Element x y z (Å)
Pr (-0.60126, 0.47889, -0.88841)
Y (-2.83062, -5.19371, 0.19745)
Cl (-0.56822, -5.56775, -0.56840)
Cl (-2.05663, 0.90890, 1.08677)
O (-1.72284, 3.62768, -1.98271)
O (1.55201, 1.26676, -0.72360)
O (-6.07526, -6.57757, 0.16227)
O (-3.48605, -8.55631, -0.22631)
O (0.75563, 3.10034, 0.34232)
N (3.14459, 4.04496, 0.96014)
C (-3.06808, -7.48127, -0.07762)
C (3.11687, 2.84842, 0.09164)
C (1.68022, 2.39806, -0.07780)
C (-1.40010, 2.54655, -1.72354)
C (-5.11605, -5.92011, 0.18565)
H (2.49886, 4.76952, 0.61013)
H (3.65570, 2.03873, 0.57483)
H (2.84217, 3.78206, 1.91410)
H (4.10224, 4.42197, 1.01439)
H (3.57682, 3.06388, -0.87131)

2.
Entry from the Open Molecules 2025 dataset: 2 unconnected molecules or ions with the total composition C5H8O (ωB97M-V/def2-TZVPD).

## Properties
charge	0
HOMO	-9.2392	eV
ΔE to the lowest compared entry with this formula, charge and spin	56.7	kcal per mole
SMILES	C=CC=C.C=O
molecular weight	84.1	g/mol
max |F|	0.0059	hartree/bohr

Element x y z (Å)
O (1.72243, 1.50776, 0.69416)
C (-0.28355, -1.32189, -1.16469)
C (-1.12040, 1.41401, -0.04289)
C (2.00615, 0.34796, 0.57665)
C (-1.26983, 0.20854, 0.50675)
C (-0.54262, -1.00905, 0.10554)
H (0.15839, -2.27654, -1.43098)
H (-2.01360, 0.05927, 1.29067)
H (2.34379, -0.09197, -0.37816)
H (-1.73776, 2.24961, 0.27501)
H (1.93820, -0.35157, 1.42728)
H (-0.56342, -0.65312, -1.97664)
H (-0.28957, -1.71942, 0.89587)
H (-0.34822, 1.63640, -0.77857)

3.
Entry from the Open Molecules 2025 dataset: a molecular structure, C6H6N4 at a distorted geometry (ωB97M-V/def2-TZVPD).

## Properties
charge	+2
HOMO	-17.9152	eV
ΔE to the lowest compared entry with this formula, charge and spin	9.9	kcal per mole
molecular weight	134.1	g/mol
max |F|	0.0943	hartree/bohr

Element x y z (Å)
N (-0.13147, -1.95776, -0.19348)
N (-2.28084, -2.95850, 0.03044)
N (4.19175, -1.33800, 0.07729)
N (-0.00406, 0.59727, 0.12271)
C (-1.21281, 1.32442, 0.13911)
C (3.08115, -0.97084, 0.09265)
C (-1.21527, -2.52836, -0.14691)
C (1.31569, 0.88655, 0.06918)
C (0.48549, -0.88263, -0.07795)
C (1.78256, -0.41802, -0.00082)
H (-1.07438, 2.49016, 0.27944)
H (-1.69833, 1.30759, -0.77890)
H (-1.93750, 1.05650, 1.04652)
H (-2.92437, -3.71992, 0.01431)
H (5.05803, -1.70809, -0.29690)
H (1.61309, 1.83327, -0.18046)

4.
Entry from the Open Molecules 2025 dataset: a molecular structure, C30H22N5O9Pt at a distorted geometry (ωB97M-V/def2-TZVPD).

## Properties
charge	+1
HOMO (spin up / spin down)	-10.1052 / -10.1161	eV
ΔE to the lowest compared entry with this formula, charge and spin	0.0	kcal per mole
molecular weight	791.6	g/mol
max |F|	0.0550	hartree/bohr

Element x y z (Å)
Pt (-0.75559, -0.26992, 0.30107)
O (-3.16122, 0.38502, 3.20990)
O (-2.29971, -0.99402, -3.71152)
O (-2.54085, -0.15360, 1.19248)
O (2.89072, 1.33017, 0.06608)
O (-0.89524, 6.60422, 0.20016)
O (1.29925, 6.18676, -0.40452)
O (-1.10078, -4.22923, 2.43484)
O (-1.06681, 0.60693, 2.64844)
O (1.19322, -0.11405, -0.02138)
N (-1.65621, -2.29525, -0.47743)
N (-1.39743, -0.02364, -1.90987)
N (-0.49792, -2.13357, 1.90285)
N (-2.25424, 0.30459, 2.43966)
N (-0.58918, 1.72364, 0.20171)
C (0.09179, -2.32744, 3.24582)
C (-1.95568, -1.04071, -2.43655)
C (-1.29366, 1.02958, -2.94285)
C (0.21631, 2.89986, -3.58581)
C (3.71509, -1.60830, 2.33047)
C (2.60902, 2.68563, -3.56685)
C (0.09139, 1.58502, -3.14640)
C (1.71471, 1.09608, 0.06827)
C (2.48653, 1.36778, -3.15060)
C (2.12073, -1.79486, 4.58830)
C (0.14661, 6.05151, -0.06464)
C (0.66747, 2.17271, 0.13983)
C (3.46149, -1.47020, 4.71364)
C (1.56689, -2.02240, 3.33152)
C (1.22958, 0.81437, -2.94720)
C (-1.11031, -3.19847, 1.60218)
C (-3.05740, -3.29763, -2.11278)
C (-2.24225, -2.27236, -1.66963)
C (-1.62991, 2.55938, 0.22281)
C (-1.87493, 0.32201, -4.19362)
C (2.37320, -1.94629, 2.20662)
C (-1.84216, -3.32998, 0.32647)
C (4.25820, -1.36395, 3.58075)
C (-2.64387, -4.40403, -0.02200)
C (1.47200, 3.44926, -3.79801)
C (-0.26316, -3.80375, 3.56053)
C (-3.26307, -4.37634, -1.26257)
C (-0.12427, 4.36775, 0.07661)
C (-1.43122, 3.92562, 0.15580)
C (0.95936, 3.52301, 0.07900)
H (4.32893, -1.52148, 1.44320)
H (-2.61576, 2.12007, 0.30244)
H (-0.67190, 3.50075, -3.75699)
H (1.98719, 3.84964, 0.02442)
H (-2.74892, 0.81581, -4.60796)
H (3.37058, 0.76930, -2.97445)
H (1.49932, -1.86766, 5.47503)
H (-0.84587, -3.93104, 4.46767)
H (-2.77413, -5.22838, 0.66485)
H (-3.90570, -5.19120, -1.56692)
H (-2.26194, 4.61327, 0.17249)
H (5.29979, -1.08600, 3.67506)
H (3.59025, 3.11929, -3.70694)
H (-0.43204, -1.65279, 3.92491)
H (1.14377, -0.21115, -2.61211)
H (1.95980, -2.13352, 1.22602)
H (0.61138, -4.44883, 3.58296)
H (-3.52005, -3.24131, -3.08821)
H (-1.12930, 0.16743, -4.96855)
H (3.88117, -1.28309, 5.69378)
H (1.56323, 4.47207, -4.14117)
H (-1.94631, 1.84794, -2.63106)

5.
Entry from the Open Molecules 2025 dataset: a single C5H11N molecule at a distorted geometry (ωB97M-V/def2-TZVPD).

## Properties
charge	0
HOMO	-8.8894	eV
ΔE to the lowest compared entry with this formula, charge and spin	41.1	kcal per mole
SMILES	CC[C@@H]1CCN1
molecular weight	85.2	g/mol
max |F|	0.0705	hartree/bohr

Element x y z (Å)
N (-1.04357, -0.34521, -1.15251)
C (-1.65049, -0.60415, 0.17564)
C (1.25191, 0.67614, -0.30467)
C (1.59852, -0.77438, 0.18716)
C (-1.10834, 0.69773, 0.69849)
C (-0.23616, 0.80200, -0.55829)
H (-0.52511, 1.71798, -1.10580)
H (-0.48322, 0.78945, 1.61450)
H (1.51229, 1.43453, 0.48762)
H (2.73647, -0.88586, 0.38340)
H (-0.45261, -1.09513, -1.42171)
H (1.20766, -0.96062, 1.23089)
H (-1.33122, -1.58592, 0.65264)
H (1.20041, -1.56537, -0.39228)
H (-1.79985, 1.44965, 0.75019)
H (1.88382, 0.99238, -1.27796)
H (-2.76053, -0.74322, 0.03270)

6.
Entry from the Open Molecules 2025 dataset: a molecular structure, C38H34AuF15GeN6S2Si at a distorted geometry (ωB97M-V/def2-TZVPD).

## Properties
charge	0
HOMO (spin up / spin down)	-8.0600 / -8.5550	eV
ΔE to the lowest compared entry with this formula, charge and spin	38.3	kcal per mole
⟨S²⟩	2.051
molecular weight	1221.5	g/mol
max |F|	0.1127	hartree/bohr
multiplicity	3

Element x y z (Å)
Au (0.27411, -1.45574, 0.72305)
Ge (-1.77017, 1.41129, -0.51694)
S (-0.35495, -0.12366, -1.10329)
S (2.74624, -1.33591, -0.19940)
Si (-0.80488, -4.30851, -0.62533)
F (-3.05828, 3.40744, 4.29649)
F (2.42272, 4.28275, 0.66348)
F (-1.68772, 3.52705, 2.00773)
F (0.18449, 5.56356, -3.29003)
F (-1.67600, 3.68149, -2.85422)
F (-4.97781, -0.69185, 2.97796)
F (-4.70235, 1.30464, 4.82400)
F (2.26464, 5.87647, -1.54932)
F (-3.16939, -0.64718, -2.58866)
F (0.50558, 2.44888, 1.14099)
F (-6.74246, 2.03539, -3.99808)
F (-3.59862, -0.56603, 0.64930)
F (-5.33295, -0.29153, -4.12689)
F (-5.94096, 4.01281, -2.29326)
F (-3.73680, 3.65191, -0.76349)
N (2.87323, 0.93110, -1.56694)
N (2.91973, 1.14422, 0.70026)
N (-1.02497, -0.63433, 6.19680)
N (0.99290, -2.07794, 2.60941)
N (0.10271, -2.33657, 4.84320)
N (-1.32607, -3.12800, 0.62160)
C (0.50364, -2.13117, 3.67223)
C (5.00970, 0.92164, -3.71483)
C (-0.83643, -3.44432, -2.27883)
C (-4.14829, 0.32596, 2.74660)
C (-2.59418, -2.02889, 2.33309)
C (5.93713, 1.71664, 0.97773)
C (-3.80853, 0.52017, -2.50376)
C (-4.34485, -3.20001, 3.46470)
C (-1.84253, -5.86362, -0.80004)
C (-0.66225, 3.01181, -0.83208)
C (-4.09048, -4.33139, 2.69373)
C (4.04108, -0.21699, -3.41589)
C (-4.93482, 0.68251, -3.30530)
C (5.48068, 1.37064, 2.38956)
C (-2.45599, 2.45051, 2.22033)
C (-0.46823, -1.40258, 5.54428)
C (-5.25174, 2.87257, -2.36763)
C (-2.53641, 1.43522, 1.28367)
C (4.42876, 0.27073, 2.46784)
C (0.40007, 3.20632, 0.03587)
C (2.71171, 0.23383, -2.82540)
C (4.49217, 1.91063, -4.74927)
C (-3.17138, 2.41850, 3.41355)
C (-3.37375, 1.50554, -1.63873)
C (1.31886, 4.95790, -1.31754)
C (3.02175, 0.68568, 2.07099)
C (-3.59352, -2.04675, 3.27347)
C (-3.10336, -4.32282, 1.74322)
C (-4.12269, 2.66328, -1.59064)
C (0.91793, -4.81523, -0.10932)
C (-0.70172, 3.82321, -1.94492)
C (-3.41448, 0.40167, 1.57075)
C (1.38890, 4.15189, -0.18665)
C (0.26074, 4.79731, -2.20114)
C (2.85326, 0.35683, -0.36689)
C (-4.01437, 1.34613, 3.68375)
C (-2.29827, -3.16588, 1.52325)
C (-5.65792, 1.86719, -3.23842)
H (-2.01087, -1.12920, 2.17298)
H (-0.02781, -3.82551, -2.89252)
H (-4.67512, -5.22745, 2.84741)
H (-1.45490, -6.37428, -1.68157)
H (3.63189, 2.47322, -4.39023)
H (-1.77072, -3.64613, -2.79476)
H (2.67249, 1.51625, 2.68808)
H (6.35101, 1.04317, 2.96229)
H (5.24835, 1.44710, -2.78738)
H (0.89560, -5.40696, 0.79930)
H (4.18611, 1.39813, -5.65945)
H (6.10390, 0.81506, 0.39218)
H (-0.72795, -2.36911, -2.20554)
H (6.87053, 2.27662, 0.99830)
H (-2.89407, -5.66559, -0.98214)
H (2.32724, -0.14701, 2.21080)
H (1.57425, -3.96607, 0.06344)
H (2.18974, 0.92242, -3.49233)
H (2.04854, -0.61740, -2.65254)
H (5.21429, 2.32699, 0.43946)
H (-3.78220, -1.17215, 3.87647)
H (3.82681, -0.76874, -4.33178)
H (5.95160, 0.49519, -4.06049)
H (2.99393, 2.14047, 0.55327)
H (5.25786, 2.63621, -5.01822)
H (4.73260, -0.58351, 1.85400)
H (1.36060, -5.41923, -0.89506)
H (4.36283, -0.09494, 3.49563)
H (-5.11901, -3.21930, 4.21652)
H (4.49901, -0.92300, -2.72057)
H (-2.91646, -5.20545, 1.16968)
H (5.11454, 2.26929, 2.89389)
H (-1.75188, -6.54876, 0.03606)
H (2.99508, 1.93326, -1.60487)

Energy (computed, a.u.): -2098.7084; -270.4676; -450.4302; -2226.2103; -251.7971; -6593.3186